The following is a DFT calculation (wB97M-V/def2-TZVPD) of 2 unconnected molecules or ions with the total composition C5H10O.

Properties
Calculated total energy, hartree: -271.67582
Structure (SMILES): C=C/C=C/C.O
Frontier orbital gap, eV: 9.39
Max |F|, eV Å⁻¹: 2.56
Energy relative to the best compared isomer or geometry (same formula, charge and spin), kJ/mol: 201.6
Total charge: 0
HOMO level, eV: -8.5

Positions of all 16 atoms, in Å:
O 3.90067 6.47150 1.23764
C -1.69633 0.31257 0.87389
C -1.01056 -0.31389 -0.26101
C -1.00217 -1.65260 -0.41422
C -0.17158 -2.36515 -1.41248
C 0.10942 -3.64474 -1.13583
H 3.26152 5.80678 0.91198
H -1.21816 1.20412 1.30432
H 0.80659 -4.24021 -1.71990
H -1.78353 -2.20885 0.07576
H -2.04612 -0.27016 1.72678
H -0.44986 0.40387 -0.90679
H -0.38452 -4.24250 -0.35616
H 0.11956 -1.90443 -2.33221
H 4.16081 5.85824 1.94781
H -2.59573 0.78544 0.46044